49
Properties=species:S:1:pos:R:3:lowdin_charge:R:1 method="wB97M-V/def2-TZVPD" e_tot_ev=-28461.1142 max_force_ev_per_a=8.8 smiles=Cc1cnn(-c2nc(N[C@H](C)C3CC3)nc(N[C@H](C)C3CC3)n2)c1 mol_weight_g_mol=327.4 e_homo_ev=-8.924
N -2.70 -1.56 -2.35 0.092
N 0.42 -0.44 -0.97 0.211
N -1.44 -1.14 0.21 0.240
N 0.30 -0.30 1.30 0.212
C -2.82 -1.94 -3.59 -0.098
C -0.74 -0.99 -3.49 -0.003
C -1.64 -1.48 -4.35 -0.293
C -0.78 -0.89 -0.95 -0.268
C 0.97 -0.20 0.21 -0.326
C -0.80 -0.80 1.21 -0.566
N -1.39 -1.17 -2.21 -0.055
N 2.25 0.41 0.32 0.111
N -1.46 -0.86 2.44 0.084
C -1.61 -1.83 -5.86 -0.054
C 4.14 2.74 -0.20 -0.145
C 5.00 2.33 -1.29 -0.124
C -2.04 0.54 4.99 -0.146
C -3.51 0.77 5.04 -0.125
C 3.74 -0.97 -0.98 -0.066
C -2.88 1.12 1.97 -0.062
C 4.42 1.29 -0.36 -0.274
C -2.97 -0.41 4.18 -0.190
C 3.26 0.39 -0.76 -0.389
C -2.80 -0.26 2.61 -0.335
H -3.59 -2.57 -4.01 0.111
H 0.28 -0.67 -3.88 0.148
H 2.48 0.74 1.24 0.135
H -0.82 -0.41 3.02 0.069
H -1.88 -2.96 -6.07 0.123
H -2.33 -1.11 -6.25 0.068
H -0.60 -1.62 -6.12 0.045
H 3.18 3.04 -0.45 0.088
H 4.66 3.17 0.70 0.128
H 4.53 2.21 -2.27 0.107
H 6.10 2.45 -1.21 0.115
H -1.57 0.30 5.93 0.090
H -1.38 1.15 4.30 0.109
H -4.09 0.42 5.89 0.084
H -3.98 1.72 4.59 0.113
H 4.31 -1.41 -0.11 0.114
H 2.87 -1.49 -1.25 0.049
H 4.36 -0.96 -1.89 0.093
H -3.78 1.64 2.37 0.074
H -3.04 0.93 0.91 0.070
H -2.00 1.79 2.27 0.102
H 5.20 0.83 0.28 0.145
H -2.95 -1.47 4.39 0.122
H 2.72 0.73 -1.64 0.139
H -3.60 -0.81 2.15 0.128

28
Properties=species:S:1:pos:R:3:lowdin_charge:R:1 method="wB97M-V/def2-TZVPD" charge=+1 e_tot_ev=-17208.5044 max_force_ev_per_a=5.4 mol_weight_g_mol=192.2 e_homo_ev=-13.624
C 1.93 -0.13 -0.08 -0.406
C -2.45 1.40 0.05 -0.117
C -1.61 0.75 1.15 -0.178
C -1.75 0.67 -1.08 -0.185
C -0.21 1.22 0.73 -0.060
C -0.30 1.28 -0.80 -0.065
C -1.79 -0.76 0.77 -0.075
C -1.77 -0.82 -0.74 -0.141
C 0.55 0.27 -0.17 -0.031
C -0.62 -1.29 -0.01 -0.196
C 4.13 0.62 0.24 0.020
N -0.02 -2.57 -0.27 0.225
O 2.32 -1.30 0.05 0.047
O 2.75 0.91 -0.04 0.016
H -3.58 1.40 0.01 0.150
H -2.20 2.45 0.00 0.125
H -1.98 0.91 2.25 0.185
H -2.16 0.95 -2.10 0.165
H 0.22 1.94 1.39 0.153
H -0.08 2.04 -1.52 0.156
H -2.36 -1.39 1.43 0.149
H -2.65 -1.40 -1.24 0.199
H 4.75 1.02 -0.45 0.059
H 4.20 -0.54 -0.01 0.137
H 4.30 0.83 1.28 0.101
H -0.12 -3.18 0.60 0.216
H 1.03 -2.42 -0.29 0.135
H -0.53 -2.86 -1.17 0.216

18
Properties=species:S:1:pos:R:3:lowdin_charge:R:1 method="wB97M-V/def2-TZVPD" e_tot_ev=-8899.1216 max_force_ev_per_a=2.0 smiles="C[C@H](C=O)N(C)C" mol_weight_g_mol=101.1 e_homo_ev=-8.706
C 0.47 1.39 0.90 -0.113
N -0.12 0.06 0.92 -0.194
C -1.57 0.17 1.13 -0.114
C 1.25 -1.53 -0.37 -0.063
C 0.04 -0.63 -0.45 -0.320
C 0.06 0.19 -1.80 -0.195
O 0.58 1.24 -2.04 0.051
H -0.11 1.99 0.19 0.062
H 1.42 1.37 0.36 0.084
H 0.49 1.94 1.84 0.088
H -1.92 1.14 0.70 0.088
H -2.17 -0.60 0.65 0.072
H -1.94 0.11 2.16 0.076
H 1.12 -2.31 -1.12 0.084
H 2.21 -0.99 -0.40 0.085
H 1.39 -1.96 0.62 0.082
H -0.86 -1.23 -0.60 0.109
H -0.34 -0.35 -2.67 0.118